(1)
41
Properties=species:S:1:pos:R:3:forces:R:3 method="wB97M-V/def2-TZVPD" orbital_gap_ev=3.9 charge=+3
C -0.299 4.280 -0.481 0.405 -0.402 0.311
C -1.678 3.785 -0.414 -0.088 0.545 0.346
O -2.714 4.316 -0.248 -0.533 0.282 -0.403
O -1.915 2.286 -0.713 0.639 0.152 0.317
C -2.443 1.446 0.448 -0.213 -0.208 0.106
C -1.563 0.261 0.565 -0.120 -0.648 0.378
C -0.121 0.491 0.918 0.036 0.670 -0.062
O 0.270 0.275 2.264 0.167 0.161 -0.347
C 1.661 0.373 2.182 -0.148 -0.086 0.080
O 2.369 0.691 3.055 0.112 -0.139 0.037
O 2.050 0.078 0.891 -0.149 0.073 -0.265
C 0.865 -0.360 0.162 0.414 -0.530 0.445
Si 0.747 -2.362 0.447 -0.142 -0.581 0.075
C 2.110 -2.833 1.604 0.327 0.359 0.047
C 0.892 -3.317 -1.156 0.035 0.277 -0.336
C -0.882 -2.826 1.246 0.075 -0.012 -0.023
P 0.902 0.107 -1.562 0.971 0.496 0.587
N -0.448 -0.249 -2.294 -0.941 0.554 -0.912
O 2.260 -0.405 -2.146 -0.485 -0.046 -0.307
O 0.980 1.738 -1.570 -0.181 -0.491 -0.298
H -0.203 4.929 -1.362 -0.049 0.113 0.220
H 0.444 3.484 -0.529 -0.168 0.107 0.031
H -0.145 4.878 0.430 -0.032 0.128 -0.259
H -2.627 2.085 1.316 0.247 0.163 -0.209
H -3.429 1.036 0.137 -0.294 0.350 -0.170
H -2.046 -0.409 1.284 0.100 0.024 -0.050
H -1.566 -0.213 -0.425 -0.149 -0.285 0.412
H 0.198 1.527 0.692 -0.508 0.031 0.009
H 1.779 -2.788 2.646 0.061 -0.079 -0.072
H 3.004 -2.209 1.517 -0.048 -0.119 -0.028
H 2.412 -3.857 1.363 -0.107 0.068 0.160
H 1.627 -4.112 -0.990 -0.127 0.045 -0.033
H -0.061 -3.789 -1.412 0.083 0.028 0.012
H 1.242 -2.771 -2.037 0.021 -0.069 0.064
H -1.751 -2.261 0.927 -0.146 -0.140 -0.039
H -1.074 -3.865 0.954 0.050 0.058 0.138
H -0.802 -2.791 2.336 -0.104 0.063 -0.111
H -0.405 -0.879 -3.090 0.029 -0.165 0.156
H 3.026 0.191 -2.097 0.051 -0.113 0.010
H 0.554 1.937 -2.419 0.464 0.330 0.008
La -3.222 2.103 -2.440 0.443 -0.966 -0.026

---

(2)
20
Properties=species:S:1:pos:R:3:forces:R:3 method="wB97M-V/def2-TZVPD" smiles="C[C@H](N)C/C=C/[NH3+]" orbital_gap_ev=8.3 charge=+1 de_lowest_kcal_mol=85.4
C -0.900 -0.290 -2.024 -0.572 1.248 1.837
C -1.257 -0.243 -0.478 1.848 -2.692 -1.744
N -2.678 -0.514 -0.377 -0.348 0.330 1.777
C -0.610 0.995 0.156 -1.125 0.023 -1.788
C 0.908 0.860 0.261 -0.592 0.101 0.996
C 1.570 -0.242 0.643 -0.462 -0.180 0.237
N 2.601 -0.145 1.730 0.718 2.297 -0.999
H -1.552 0.535 -2.301 0.049 -0.143 -1.255
H -1.078 -1.229 -2.546 -0.338 0.127 0.282
H 0.133 -0.004 -2.159 0.344 0.126 -0.219
H -0.645 -1.068 -0.069 -0.428 -0.223 0.318
H -2.866 -0.837 0.573 -0.153 0.650 0.139
H -3.006 -1.343 -0.865 0.633 0.276 -0.814
H -0.999 1.223 1.157 0.380 -0.367 0.195
H -0.939 1.884 -0.402 0.489 -0.092 -0.113
H 1.405 1.833 0.283 0.088 -0.102 0.800
H 1.438 -1.284 0.419 -0.912 -0.047 0.087
H 3.370 0.473 1.411 0.341 -0.881 0.179
H 2.904 -1.037 2.116 0.248 0.007 -0.233
H 2.201 0.432 2.471 -0.208 -0.460 0.319

---

(3)
13
Properties=species:S:1:pos:R:3:forces:R:3 method="wB97M-V/def2-TZVPD" s_squared=0.756 orbital_gap_ev="11.8 / 7.7" charge=+1 spin_multiplicity=2 de_lowest_kcal_mol=83.3
N -0.207 -1.158 -0.248 0.542 4.107 1.855
C -0.073 0.205 1.116 0.205 -0.977 -0.855
O -0.610 -0.218 2.176 -0.029 0.216 0.338
H -1.181 -1.013 -0.003 -0.435 -0.764 -1.121
H 0.253 -1.716 0.463 0.274 -0.782 -0.796
H 1.020 0.329 1.109 0.004 0.046 0.358
H -0.577 1.038 0.598 -0.241 -0.062 0.165
C 0.636 -0.123 -1.357 -0.647 -2.399 0.495
N 0.135 1.149 -1.452 0.087 0.597 0.270
H 0.472 -0.719 -2.243 0.435 0.116 -0.230
H 1.615 -0.222 -0.903 0.200 -0.148 -0.257
H 0.643 1.822 -0.896 -0.015 0.197 -0.234
H 0.021 1.495 -2.394 -0.381 -0.148 0.013

---

(4)
85
Properties=species:S:1:pos:R:3:forces:R:3 method="wB97M-V/def2-TZVPD" s_squared=2.039 orbital_gap_ev="4.0 / 6.3" charge=-2 spin_multiplicity=3 de_lowest_kcal_mol=9.5
Ti -0.327 0.832 1.311 -0.396 0.107 0.062
O 1.946 3.026 3.794 -0.084 0.069 -0.034
C 1.360 2.612 2.802 0.104 -0.072 0.047
O 0.267 1.889 2.835 -0.171 -0.074 0.045
C 1.819 2.880 1.418 0.037 0.058 0.031
C 2.926 3.662 1.147 -0.019 -0.050 0.001
C 3.290 3.923 -0.162 -0.027 -0.010 -0.005
C 2.458 3.423 -1.215 -0.008 0.001 -0.008
C 2.705 3.673 -2.571 0.031 -0.020 0.008
C 1.884 3.165 -3.571 -0.018 0.023 -0.010
C 0.777 2.402 -3.221 0.011 0.011 0.017
C 0.502 2.140 -1.887 0.030 -0.029 0.025
C 1.327 2.623 -0.860 -0.053 0.033 -0.078
N 1.048 2.307 0.440 0.162 -0.063 0.169
H 3.477 4.045 1.997 0.013 0.021 -0.015
H 4.156 4.527 -0.408 0.003 0.008 0.011
H 3.569 4.276 -2.831 -0.003 0.001 -0.004
H 2.102 3.370 -4.612 0.010 -0.007 0.000
H 0.124 2.002 -3.989 0.006 -0.001 0.001
H -0.368 1.564 -1.602 0.115 -0.028 -0.004
O 0.895 -0.393 0.021 -0.616 0.321 -0.291
S 1.489 -1.697 -0.412 0.021 -0.014 0.174
C 1.271 -1.771 -2.195 0.177 -0.109 -0.053
C 2.143 -2.536 -2.957 -0.065 0.073 -0.027
C 1.938 -2.640 -4.326 -0.001 0.005 -0.006
C 0.869 -1.981 -4.917 0.001 -0.038 -0.019
C -0.001 -1.232 -4.139 -0.019 0.031 0.031
C 0.188 -1.132 -2.769 -0.019 0.035 -0.044
C 3.236 -1.256 -0.440 0.078 -0.081 0.064
C 4.176 -2.241 -0.178 -0.013 0.041 -0.016
C 5.524 -1.906 -0.153 0.004 0.000 0.004
C 5.913 -0.590 -0.362 0.022 -0.028 0.010
C 4.959 0.394 -0.595 -0.048 0.017 -0.034
C 3.614 0.064 -0.637 -0.004 -0.023 -0.010
H 2.982 -3.040 -2.496 0.022 -0.005 0.009
H 2.616 -3.234 -4.927 0.002 0.004 -0.004
H 0.707 -2.062 -5.985 0.007 0.000 -0.002
H -0.852 -0.738 -4.591 0.014 -0.006 -0.006
H -0.512 -0.605 -2.140 0.023 0.021 0.012
H 3.852 -3.256 0.023 0.010 -0.007 0.000
H 6.266 -2.669 0.053 0.010 0.003 0.001
H 6.963 -0.325 -0.324 0.002 -0.005 -0.001
H 5.249 1.428 -0.733 0.002 -0.002 0.007
H 2.858 0.822 -0.798 0.045 -0.066 0.010
C -2.971 2.242 -1.635 -0.008 0.073 0.013
C -3.734 2.376 -0.350 -0.071 0.035 -0.070
C -5.050 2.818 -0.339 0.042 0.000 -0.036
C -5.762 2.926 0.845 -0.024 0.010 0.017
C -5.138 2.582 2.037 0.050 0.037 -0.025
C -3.824 2.138 2.073 -0.032 0.001 -0.082
C -3.199 1.738 3.378 0.048 0.004 0.000
C -3.100 2.027 0.861 -0.017 0.042 -0.038
N -1.811 1.575 0.831 0.446 -0.351 0.085
H -3.566 2.600 -2.478 -0.017 -0.005 -0.008
H -2.699 1.199 -1.825 0.001 -0.014 0.016
H -2.033 2.802 -1.599 -0.143 0.005 0.006
H -5.520 3.075 -1.284 -0.009 0.003 0.007
H -6.791 3.268 0.839 0.005 -0.002 0.008
H -5.684 2.655 2.973 -0.011 0.002 -0.005
H -3.763 2.160 4.213 -0.016 -0.028 0.000
H -2.166 2.075 3.452 0.037 0.000 -0.022
H -3.194 0.650 3.485 0.043 -0.022 -0.022
C 0.316 -3.010 4.435 0.010 -0.006 -0.013
N -0.709 -2.540 3.536 -0.005 0.018 -0.006
C -1.935 -3.219 3.398 0.052 -0.038 0.046
C -2.827 -2.744 2.446 -0.030 0.000 -0.098
C -2.518 -1.643 1.679 -0.033 -0.158 -0.039
N -1.333 -0.950 1.892 -0.093 0.070 0.269
C -0.439 -1.443 2.771 0.229 0.138 -0.088
O 0.659 -0.851 2.868 0.135 -0.014 -0.058
N -3.352 -1.219 0.645 0.141 0.104 0.021
H -0.121 -3.758 5.096 -0.012 0.009 0.006
H 0.710 -2.184 5.026 0.007 -0.002 -0.015
H 1.151 -3.460 3.890 -0.001 -0.014 0.006
H -2.076 -4.094 4.010 -0.008 0.004 0.007
H -3.756 -3.265 2.265 -0.008 0.003 0.001
H -3.468 -1.965 -0.040 -0.046 -0.030 -0.022
H -2.923 -0.429 0.180 -0.016 0.012 -0.028
C -0.962 -4.785 -0.052 0.074 0.011 -0.020
C -1.642 -3.606 -0.767 0.071 0.012 0.140
O -2.793 -3.783 -1.217 -0.101 0.038 0.043
O -0.983 -2.533 -0.793 -0.056 -0.090 -0.036
H -1.483 -5.723 -0.244 -0.016 0.001 -0.013
H -0.977 -4.581 1.022 -0.012 -0.004 -0.011
H 0.084 -4.864 -0.360 -0.009 0.003 -0.003

---

(5)
14
Properties=species:S:1:pos:R:3:forces:R:3 method="wB97M-V/def2-TZVPD" orbital_gap_ev=9.9 charge=0 de_lowest_kcal_mol=78.4
C -0.915 0.924 0.225 -0.884 0.283 -1.122
C -0.329 -0.460 0.297 0.607 -1.578 3.903
C 1.170 -0.296 0.113 -0.053 3.283 -2.618
C 1.754 0.824 -0.454 -0.562 0.445 1.844
H -0.988 1.141 -0.922 0.254 0.390 2.174
H -1.930 0.882 0.633 -0.035 0.121 -0.197
H -0.329 1.636 0.891 -0.807 -0.765 -1.348
H -0.573 -0.914 1.390 1.126 1.507 -1.750
H -2.113 -1.015 -0.676 4.514 -2.893 0.595
H -0.746 -2.610 -0.084 -1.442 4.786 -1.890
H 2.879 0.912 -0.570 -1.619 -0.396 -0.038
H 1.156 1.837 -0.495 1.457 -2.484 -0.168
N -0.914 -1.474 -0.581 -3.302 -1.245 0.147
F 1.879 -1.387 0.234 0.749 -1.455 0.469

---

(6)
17
Properties=species:S:1:pos:R:3:forces:R:3 method="wB97M-V/def2-TZVPD" orbital_gap_ev=8.7 charge=+1 de_lowest_kcal_mol=52.1
C -0.214 0.899 -0.016 1.749 0.903 1.747
C 0.318 0.273 -1.272 0.766 1.365 -0.144
C -0.454 -0.338 0.743 -0.572 0.520 1.343
C 0.650 -0.853 -0.225 0.811 -0.149 -0.722
C -1.824 -0.965 0.499 2.434 -3.955 -0.620
N 0.397 1.950 0.538 -1.276 0.287 -1.161
S 2.332 -0.653 0.379 -0.311 -0.450 1.575
H 1.236 0.828 -1.587 -1.021 -0.459 -0.329
H -0.333 -0.047 -2.081 -0.073 0.117 0.196
H -0.242 -0.140 1.829 -0.006 -0.753 -0.927
H 0.500 -1.816 -0.703 -0.300 -0.230 0.441
H -1.841 -1.392 -0.531 -0.367 0.749 0.515
H -2.555 -0.284 0.686 -2.312 1.693 0.406
H -1.956 -1.905 1.121 0.168 1.327 -0.368
H 0.541 2.684 -0.183 0.631 -0.356 1.208
H 0.547 2.188 1.572 -0.754 -0.706 -2.078
H 2.897 -0.430 -0.770 0.434 0.100 -1.081

---

The following E_tot values (in eV) correspond, in order, to the records above: -44512.4388, -8367.1067, -7220.2341, -92628.3214, -8481.6364, -17664.0625.